# 1
C42H100N4O10 | the ωB97M-V functional and the def2-TZVPD basis

Each line ends with the Löwdin charge.
Positions of all 156 atoms, in Å:
1 C -0.086 -6.146 1.992  -0.028
2 C 0.363 -4.737 2.386  -0.485
3 C 1.825 -4.684 2.861  -0.018
4 C 0.227 -3.820 1.157  -0.135
5 C 0.241 -2.336 1.517  -0.178
6 C -0.812 -2.027 2.557  -0.147
7 C -0.710 -2.859 3.833  -0.500
8 C 0.411 -2.318 4.755  -0.018
9 C -2.037 -2.616 4.565  -0.034
10 N -0.529 -4.264 3.466  -0.099
11 O -0.441 -5.074 4.612  -0.019
12 H -1.157 -6.277 2.124  0.090
13 H 0.258 -6.491 1.016  0.083
14 H 0.390 -6.871 2.665  0.079
15 H 2.321 -3.721 2.742  0.066
16 H 1.971 -4.975 3.902  0.075
17 H 2.393 -5.409 2.268  0.089
18 H 1.056 -3.981 0.462  0.115
19 H -0.690 -3.948 0.577  0.102
20 H 1.193 -1.914 1.859  0.083
21 H 0.005 -1.828 0.574  0.103
22 H -1.747 -2.276 2.039  0.107
23 H -0.884 -0.965 2.796  0.109
24 H 0.588 -3.014 5.572  0.080
25 H 0.113 -1.340 5.136  0.085
26 H 1.349 -2.077 4.251  0.053
27 H -2.196 -1.604 4.930  0.085
28 H -1.985 -3.243 5.464  0.082
29 H -2.904 -2.952 3.996  0.086
30 H 0.449 -4.955 4.984  0.072
31 C -3.864 -3.214 -3.553  -0.013
32 C -2.816 -3.264 -4.690  -0.513
33 C -3.531 -3.471 -6.011  -0.044
34 C -2.127 -1.895 -4.786  -0.131
35 C -1.109 -1.646 -3.681  -0.185
36 C -0.074 -2.764 -3.660  -0.132
37 C -0.669 -4.188 -3.513  -0.507
38 C 0.435 -5.176 -3.896  -0.028
39 C -1.100 -4.362 -2.047  -0.024
40 N -1.731 -4.250 -4.524  -0.086
41 O -2.273 -5.569 -4.568  -0.021
42 H -4.444 -4.138 -3.555  0.086
43 H -3.382 -2.999 -2.603  0.049
44 H -4.572 -2.401 -3.719  0.083
45 H -2.895 -3.418 -6.895  0.088
46 H -4.063 -4.421 -6.117  0.081
47 H -4.323 -2.723 -6.110  0.088
48 H -1.631 -1.771 -5.750  0.123
49 H -2.905 -1.135 -4.667  0.117
50 H -0.603 -0.723 -3.976  0.102
51 H -1.592 -1.442 -2.731  0.065
52 H 0.620 -2.560 -2.837  0.106
53 H 0.515 -2.698 -4.578  0.123
54 H 1.302 -4.917 -3.286  0.082
55 H 0.675 -5.021 -4.947  0.089
56 H 0.157 -6.220 -3.765  0.081
57 H -1.575 -5.299 -1.750  0.091
58 H -1.741 -3.550 -1.701  0.064
59 H -0.182 -4.290 -1.455  0.062
60 H -2.775 -5.660 -3.740  0.087
61 C 4.220 2.069 6.413  -0.043
62 C 3.414 2.402 5.160  -0.509
63 C 2.048 2.999 5.510  -0.025
64 C 4.206 3.391 4.297  -0.137
65 C 3.742 3.434 2.842  -0.173
66 C 3.879 2.055 2.241  -0.137
67 C 3.044 1.019 2.997  -0.470
68 C 1.581 1.154 2.528  -0.018
69 C 3.563 -0.349 2.498  -0.024
70 N 3.269 1.117 4.444  -0.103
71 O 2.569 0.086 5.115  -0.016
72 H 3.739 1.416 7.146  0.078
73 H 5.087 1.468 6.126  0.085
74 H 4.518 2.982 6.932  0.086
75 H 2.070 3.946 6.052  0.085
76 H 1.425 3.128 4.623  0.067
77 H 1.466 2.316 6.136  0.083
78 H 4.126 4.376 4.772  0.120
79 H 5.291 3.262 4.382  0.120
80 H 2.722 3.818 2.772  0.106
81 H 4.359 4.146 2.288  0.113
82 H 4.933 1.780 2.331  0.130
83 H 3.508 2.077 1.216  0.099
84 H 1.224 2.173 2.690  0.067
85 H 0.903 0.470 3.043  0.077
86 H 1.527 0.933 1.461  0.029
87 H 2.931 -1.162 2.862  0.053
88 H 4.570 -0.503 2.898  0.093
89 H 3.639 -0.364 1.412  0.054
90 H 3.283 -0.556 5.224  0.105
91 C -2.825 -0.233 -1.063  -0.033
92 C -3.618 0.662 -0.095  -0.485
93 C -3.600 -0.003 1.282  -0.029
94 C -2.867 2.007 0.072  -0.124
95 C -2.992 2.922 -1.131  -0.183
96 C -4.483 3.146 -1.366  -0.145
97 C -5.269 1.867 -1.663  -0.496
98 C -6.774 2.205 -1.600  -0.021
99 C -4.881 1.394 -3.087  -0.022
100 N -4.972 0.902 -0.603  -0.106
101 O -5.730 -0.290 -0.617  -0.013
102 H -1.853 -0.536 -0.654  0.073
103 H -3.393 -1.137 -1.271  0.079
104 H -2.519 0.365 -1.923  0.066
105 H -3.465 -1.083 1.213  0.070
106 H -2.770 0.397 1.868  0.074
107 H -4.463 0.155 1.934  0.089
108 H -3.273 2.483 0.966  0.126
109 H -1.827 1.740 0.280  0.099
110 H -2.526 3.910 -1.041  0.114
111 H -2.500 2.628 -2.064  0.100
112 H -4.594 3.811 -2.226  0.128
113 H -4.911 3.620 -0.480  0.119
114 H -7.258 2.453 -2.544  0.081
115 H -7.067 2.946 -0.857  0.081
116 H -7.252 1.273 -1.288  0.068
117 H -5.215 0.367 -3.248  0.079
118 H -3.812 1.486 -3.262  0.060
119 H -5.380 2.001 -3.845  0.081
120 H -6.421 -0.115 0.032  0.100
121 C 1.009 2.699 -0.354  -0.030
122 C 1.012 1.197 -0.590  -0.452
123 C 0.973 0.903 -2.096  -0.029
124 O 2.203 0.644 -0.049  -0.145
125 H 0.197 3.190 -0.892  0.077
126 H 1.911 3.136 -0.792  0.078
127 H 0.962 2.922 0.711  0.068
128 H 0.150 0.760 -0.071  0.117
129 H 0.979 -0.162 -2.357  0.060
130 H 1.870 1.334 -2.546  0.086
131 H 0.074 1.255 -2.605  0.074
132 H 2.325 -0.280 -0.338  0.053
133 C 1.982 7.554 -3.307  -0.069
134 C 2.824 6.654 -2.429  -0.469
135 C 2.224 6.575 -1.012  -0.041
136 O 2.781 5.366 -3.034  -0.106
137 H 2.138 7.508 -4.386  0.079
138 H 2.019 8.613 -3.042  0.080
139 H 0.931 7.258 -3.205  0.083
140 H 3.849 7.034 -2.385  0.135
141 H 3.006 6.616 -0.250  0.071
142 H 1.687 5.638 -0.879  0.064
143 H 1.525 7.373 -0.750  0.075
144 H 3.516 4.806 -2.690  0.045
145 O 0.428 3.939 -3.688  -0.079
146 H 0.959 3.307 -4.180  0.027
147 H 1.077 4.565 -3.313  0.000
148 O 3.227 -1.918 -0.655  -0.034
149 H 3.839 -1.813 -1.392  0.056
150 H 3.766 -2.260 0.071  0.063
151 O 4.660 3.875 -1.812  -0.041
152 H 4.659 2.988 -1.414  0.022
153 H 5.581 4.036 -2.049  0.069
154 O 5.068 1.061 -1.441  -0.046
155 H 4.303 0.827 -0.885  0.022
156 H 5.239 0.276 -1.969  0.046

Gap between HOMO and LUMO (eV): 7.802
SMILES string: CC1(C)CCCC(C)(C)N1O.CC1(C)CCCC(C)(C)N1O.CC1(C)CCCC(C)(C)N1O.CC1(C)CCCC(C)(C)N1O.CC(C)O.CC(C)O.O.O.O.O

---

# 2
C5H9NO4 | the ωB97M-V functional and the def2-TZVPD basis

Each line ends with the Löwdin charge.
Positions of all 19 atoms, in Å:
1 N 1.460 0.626 0.572  0.066
2 C 1.090 0.238 -0.723  -0.304
3 C -0.053 -0.763 -0.925  -0.130
4 C -0.527 -1.407 0.364  -0.112
5 C -1.304 -0.441 1.245  -0.426
6 O -1.452 0.773 1.070  0.075
7 O -1.844 -0.970 2.411  0.080
8 C 0.642 1.589 -1.538  -0.446
9 O 1.286 2.059 -2.430  0.108
10 O -0.356 2.280 -0.892  0.084
11 H 2.344 1.068 0.577  0.082
12 H 0.788 1.146 1.172  0.108
13 H 1.985 -0.025 -1.289  0.144
14 H 0.202 -1.556 -1.645  0.128
15 H -0.891 -0.245 -1.386  0.120
16 H 0.263 -1.741 1.044  0.131
17 H -1.151 -2.302 0.236  0.130
18 H -1.661 -1.945 2.525  0.138
19 H -0.821 1.618 -0.387  0.026

Gap between HOMO and LUMO (eV): 9.117
SMILES string: N[C@@H](CCC(=O)O)C(=O)O

---

ΔE to the lowest compared entry with this formula, charge and spin values (in kcal/mol) by entry order: 0.0, 22.9.
HOMO values (in eV) by entry order: -8.2, -8.9.